# 1
This record from the OMol25 dataset describes a 12-piece molecular cluster, C30H66O30 overall at a distorted geometry. The level of theory is ωB97M-V with the def2-TZVPD basis set.

Energy   -3439.8245 Ha
Energy relative to the best compared isomer or geometry (same formula, charge and spin)   0.0 kcal/mol

Atoms and positions in Å:
C: 5.35607 0.46526 1.53809
O: 5.30122 -0.96907 1.42660
C: 5.62772 -1.58929 2.54634
O: 6.18240 -1.09834 3.51822
O: 5.31116 -2.88374 2.31581
C: 5.99793 -3.78040 3.20885
H: 5.49478 0.91966 0.55282
H: 6.33303 0.78860 1.93945
H: 4.49804 0.93714 2.04285
H: 5.49318 -4.74058 3.13062
H: 5.91005 -3.49034 4.22219
H: 7.00398 -3.90841 2.90005
C: -5.11406 5.37438 -1.16678
O: -5.04272 4.37207 -0.16922
C: -3.77451 4.01719 0.10661
O: -2.74171 4.52119 -0.09142
O: -3.91047 2.85800 0.76280
C: -2.64238 2.45003 1.31732
H: -4.70214 4.92911 -2.08366
H: -4.56416 6.25407 -1.02593
H: -6.13074 5.66770 -1.20920
H: -2.75277 1.46032 1.67428
H: -2.47507 3.07259 2.14275
H: -1.88548 2.53238 0.53226
C: -4.55930 -1.51087 -1.04646
O: -3.51016 -2.52390 -1.25725
C: -2.82934 -2.81178 -0.16242
O: -2.86519 -2.31413 0.90370
O: -2.03771 -3.89484 -0.43760
C: -0.95000 -4.11432 0.51065
H: -4.26035 -0.87633 -0.17661
H: -5.48746 -2.04356 -0.98269
H: -4.56927 -0.99864 -1.95848
H: -0.45279 -4.90732 -0.00962
H: -1.27627 -4.38965 1.52049
H: -0.40456 -3.18283 0.62064
C: 1.57321 5.20051 1.09057
O: 1.50305 4.04282 0.23390
C: 2.59408 3.51020 -0.29321
O: 3.71852 3.68959 -0.00574
O: 2.14043 2.73984 -1.34039
C: 3.10909 1.97834 -2.07197
H: 1.81331 6.05115 0.44914
H: 2.39844 5.13708 1.80988
H: 0.60147 5.32437 1.57291
H: 3.81740 2.61936 -2.61196
H: 2.57293 1.35927 -2.85105
H: 3.80541 1.37557 -1.46887
C: -1.43130 -4.88263 -4.15357
O: -0.52627 -5.31171 -3.15514
C: 0.47726 -4.43033 -2.89118
O: 0.78937 -3.48914 -3.55918
O: 1.15637 -4.87222 -1.84607
C: 2.15058 -3.97375 -1.45359
H: -1.64192 -5.59737 -4.96702
H: -1.11022 -3.97529 -4.60546
H: -2.35029 -4.63859 -3.65607
H: 2.58344 -4.29360 -0.51613
H: 1.71083 -2.99182 -1.33137
H: 2.92527 -3.81024 -2.22794
C: -7.58819 2.35719 -4.02216
O: -6.25919 2.90549 -3.85767
C: -5.34021 2.01010 -3.48571
O: -5.44749 0.78554 -3.59710
O: -4.26252 2.67170 -3.01113
C: -3.21845 1.82580 -2.45772
H: -8.23114 3.19485 -4.25047
H: -7.95264 1.79460 -3.18505
H: -7.69834 1.81552 -4.93363
H: -3.70190 1.06587 -1.80859
H: -2.52585 2.36085 -1.82224
H: -2.72635 1.27441 -3.25051
C: 1.64183 2.97267 -6.16040
O: 1.37251 4.15184 -5.38877
C: 0.54180 3.80786 -4.27559
O: 0.08785 2.72219 -4.08204
O: 0.36341 4.95395 -3.52919
C: -0.39501 4.74725 -2.31399
H: 2.08734 2.29966 -5.47400
H: 2.29076 3.32068 -6.95040
H: 0.71915 2.55041 -6.54313
H: -1.42318 4.45983 -2.64973
H: -0.28372 5.68662 -1.77203
H: 0.08367 3.93667 -1.82050
C: 0.77252 0.50189 0.79676
O: 1.23009 -0.15318 -0.41139
C: 0.33922 -0.03795 -1.40137
O: -0.74821 0.48503 -1.27427
O: 0.79537 -0.50163 -2.56428
C: -0.08291 -0.42202 -3.66068
H: 1.53457 0.41730 1.54851
H: -0.15547 -0.09013 1.05973
H: 0.40045 1.51568 0.61887
H: -0.91849 -1.17332 -3.58337
H: 0.47440 -0.72090 -4.52745
H: -0.37909 0.60758 -3.83111
C: 1.38399 -7.03245 3.14903
O: 0.97434 -5.66797 2.99323
C: 1.95476 -4.79585 3.05897
O: 3.09805 -4.94701 3.41174
O: 1.39000 -3.55962 3.01453
C: 2.26570 -2.47202 3.20953
H: 2.17224 -7.36349 2.54382
H: 0.56277 -7.70985 2.93388
H: 1.68339 -7.24185 4.15771
H: 2.88807 -2.41938 2.32796
H: 2.78323 -2.54853 4.20032
H: 1.59197 -1.61863 3.28642
C: -0.41783 1.14491 4.69440
O: 0.39956 -0.07455 4.81166
H: -1.23205 1.06030 5.43391
H: 0.20971 1.94721 5.03058
H: -0.78168 1.37057 3.66602
H: -0.09996 -0.84352 4.52465
C: 3.93914 1.90613 4.92866
O: 3.30492 1.06460 4.01658
H: 3.57161 1.93478 5.95743
H: 4.96196 1.74118 4.93325
H: 3.83445 2.95650 4.57561
H: 2.56077 0.67001 4.45258
C: -2.35792 -2.10539 4.38706
O: -1.05301 -1.94750 3.73116
H: -2.70214 -3.14720 4.35165
H: -2.20385 -1.74410 5.39159
H: -3.09169 -1.43627 3.90787
H: -0.93846 -2.57367 2.98354

# 2
This record from the OMol25 dataset describes C30H67BrN2NbO4 as an isolated structure at a distorted geometry. The level of theory is ωB97M-V with the def2-TZVPD basis set.

Energy   -4224.7458 Ha
Charge   -1

Atoms and positions in Å:
C: -3.46463 -3.88650 -6.14911
C: -2.23354 -4.50835 -6.81329
C: -1.01808 -3.60818 -6.71490
O: -0.70127 -3.35897 -5.36203
Nb: 0.82054 -2.37354 -4.56587
C: 2.27622 -3.58693 -5.72067
C: 3.75001 -3.58183 -5.31082
O: 3.95609 -3.24363 -3.93552
C: 0.81926 -0.79945 -6.15805
C: -0.43094 0.10366 -6.15695
C: -0.19477 1.27921 -5.23065
Br: -1.84153 2.17453 -4.68018
O: -0.62350 -1.22245 -3.48005
C: -1.58243 -1.84894 -2.93019
N: -2.39962 -2.44390 -2.35987
N: 0.93039 -3.60328 -2.84618
C: 1.54598 -3.02545 -1.63819
C: 1.31847 -4.92970 -3.00648
C: 0.30374 -5.82285 -3.69543
O: 2.36875 -5.37877 -2.57602
H: -3.37217 -2.79863 -6.11393
H: -4.38031 -4.11930 -6.69551
H: -3.58724 -4.22237 -5.12120
H: -1.98943 -5.45780 -6.32716
H: -2.42967 -4.69403 -7.87435
H: -1.23571 -2.65622 -7.22177
H: -0.15633 -4.05968 -7.22631
H: 2.08055 -1.31865 -3.80801
H: 1.91262 -4.62097 -5.76934
H: 2.18825 -3.19178 -6.74138
H: 4.17392 -4.57542 -5.49477
H: 4.32880 -2.87993 -5.91543
H: 4.09719 -4.06243 -3.45086
H: 0.91827 -1.29339 -7.13350
H: 1.70813 -0.16704 -6.05444
H: -0.62936 0.48268 -7.16560
H: -1.33289 -0.42708 -5.84396
H: 0.39364 2.05785 -5.71037
H: 0.28287 0.97094 -4.30561
H: 1.17310 -3.55757 -0.75644
H: 1.24598 -1.98317 -1.54691
H: 2.63258 -3.09548 -1.66132
H: 0.58725 -6.85935 -3.52499
H: -0.69382 -5.61834 -3.30737
H: 0.27788 -5.62125 -4.76499
C: 1.79227 -0.92273 4.27203
C: 0.68496 -0.62141 3.26683
C: 1.04366 -1.00908 1.83372
C: 2.24994 -0.26416 1.25994
C: 2.11617 1.25800 1.25714
C: 0.95632 1.75841 0.40119
H: 2.70854 -0.37988 4.03381
H: 1.49190 -0.63529 5.28188
H: 2.02828 -1.98920 4.28742
H: 0.43351 0.44383 3.30908
H: -0.22178 -1.15587 3.56299
H: 0.17466 -0.84893 1.19054
H: 1.24949 -2.08315 1.79129
H: 2.41090 -0.60672 0.23343
H: 3.15274 -0.54229 1.81191
H: 3.04868 1.68700 0.87948
H: 2.00715 1.62826 2.28254
H: 1.06916 1.42889 -0.63368
H: 0.91702 2.84945 0.40110
H: -0.00611 1.39282 0.76422
C: 1.05272 3.85353 8.50947
C: 1.98736 4.65011 7.60537
C: 1.45213 4.83514 6.18610
C: 1.23145 3.53485 5.41099
C: 2.46781 2.65060 5.26783
C: 3.60498 3.31602 4.50021
H: 0.89245 2.84272 8.13143
H: 1.45842 3.76472 9.51836
H: 0.07673 4.33896 8.58353
H: 2.96594 4.16267 7.57244
H: 2.15706 5.63713 8.04448
H: 2.13718 5.48085 5.62997
H: 0.50147 5.37665 6.23362
H: 0.86606 3.78548 4.41068
H: 0.43261 2.95652 5.88414
H: 2.17498 1.73696 4.74737
H: 2.82398 2.33470 6.25320
H: 3.27908 3.60355 3.49790
H: 4.45395 2.63964 4.39012
H: 3.96576 4.21375 5.00618
C: -1.85095 3.53960 2.53320
C: -2.52336 2.21122 2.86417
C: -3.55432 1.77248 1.82534
C: -4.73577 2.72872 1.65193
C: -5.52741 3.00861 2.92880
C: -6.16683 1.76354 3.53440
H: -2.56340 4.36592 2.49681
H: -1.09896 3.79121 3.28200
H: -1.35443 3.48088 1.56248
H: -2.98573 2.27016 3.85469
H: -1.75849 1.43290 2.93582
H: -3.92198 0.77713 2.08760
H: -3.05676 1.65796 0.85767
H: -5.41120 2.30921 0.89983
H: -4.38169 3.67745 1.23948
H: -6.30937 3.73826 2.70000
H: -4.87996 3.48376 3.67188
H: -6.84162 1.28704 2.81973
H: -6.74435 2.00905 4.42727
H: -5.41623 1.02610 3.82263

# 3
This record from the OMol25 dataset describes a 10-piece molecular cluster, C30H67N9O12 overall at a distorted geometry. The level of theory is ωB97M-V with the def2-TZVPD basis set.

Energy   -2579.1463 Ha
Energy relative to the best compared isomer or geometry (same formula, charge and spin)   2.5 kcal/mol

Atoms and positions in Å:
C: -1.13347 0.24987 0.61874
C: 0.09053 0.10823 1.56050
O: 1.03618 1.05490 0.99880
C: 0.46514 1.78058 0.02812
O: 0.99174 2.60730 -0.61139
O: -0.80571 1.36379 -0.19801
H: -2.03026 0.47388 1.19928
H: -1.35450 -0.67266 0.08306
H: 0.48083 -0.90108 1.52311
H: -0.16699 0.43625 2.56607
C: -2.10550 -0.84776 3.93665
C: -3.05364 -1.77971 4.66070
O: -4.12994 -1.40448 5.13021
N: -2.61812 -3.06256 4.67887
C: -3.37146 -4.21992 5.10330
H: -1.13857 -1.33270 3.78908
H: -1.89589 0.05441 4.50425
H: -2.55532 -0.65591 2.96409
H: -1.66226 -3.25386 4.41684
H: -4.39588 -4.19137 4.73856
H: -3.41384 -4.28783 6.19646
H: -2.84907 -5.11194 4.76574
C: 5.17943 -1.62901 -4.87891
C: 5.40233 -0.87749 -3.56710
O: 6.51867 -0.72216 -3.11021
N: 4.27584 -0.49005 -2.92290
C: 4.32282 0.03482 -1.58954
H: 5.20050 -2.68690 -4.60319
H: 5.96533 -1.38762 -5.57759
H: 4.17839 -1.42663 -5.26433
H: 3.37211 -0.56963 -3.33897
H: 3.64367 0.85237 -1.36843
H: 5.32397 0.35125 -1.32508
H: 4.04797 -0.74976 -0.87303
C: -0.62982 4.44565 1.91361
C: -1.55208 3.37766 2.47144
O: -1.10700 2.53147 3.25591
N: -2.87395 3.46717 2.20380
C: -3.87724 2.53862 2.70421
H: -0.59186 5.20959 2.69488
H: -1.01762 4.89989 1.00242
H: 0.35229 3.99358 1.85158
H: -3.13119 4.16454 1.52525
H: -4.70069 2.40795 2.00784
H: -4.29086 2.98820 3.61172
H: -3.42050 1.59084 2.96794
C: 1.34693 -3.24013 -2.47233
C: 2.26010 -3.09213 -1.25873
O: 1.81451 -2.77295 -0.16500
N: 3.54660 -3.42704 -1.46877
C: 4.48355 -3.56065 -0.36016
H: 1.76271 -2.73863 -3.34580
H: 0.41896 -2.74525 -2.17831
H: 1.11598 -4.28006 -2.68963
H: 3.88100 -3.74930 -2.35416
H: 5.49672 -3.64307 -0.74577
H: 4.26544 -4.34433 0.36478
H: 4.48401 -2.62560 0.21068
C: 2.22821 -2.07466 3.34052
C: 1.01982 -2.98234 3.42451
O: 0.55835 -3.27227 4.51974
N: 0.58586 -3.49303 2.25259
C: -0.59794 -4.31994 2.12866
H: 1.97991 -1.10108 2.91869
H: 3.07097 -2.45012 2.76033
H: 2.58300 -1.85015 4.34334
H: 1.03761 -3.25881 1.36264
H: -0.36919 -5.16428 1.47511
H: -1.41004 -3.78463 1.62718
H: -0.93216 -4.62461 3.11044
C: -2.89972 -1.85882 -3.54613
C: -2.57121 -2.44541 -2.20380
O: -2.43586 -1.77711 -1.20611
N: -2.51389 -3.79009 -2.16103
C: -2.23231 -4.51128 -0.96681
H: -2.97541 -0.78455 -3.50237
H: -3.84696 -2.31463 -3.84703
H: -2.16406 -2.18774 -4.28310
H: -2.53168 -4.28354 -3.03362
H: -1.19867 -4.42982 -0.61854
H: -2.39404 -5.56752 -1.17795
H: -2.85310 -4.21758 -0.12408
C: -1.66461 3.63353 -2.03546
C: -1.24442 5.06653 -2.10473
O: -1.66261 5.88497 -1.30310
N: -0.43871 5.41728 -3.12229
C: 0.20555 4.49319 -3.99881
H: -0.87303 2.92502 -2.22771
H: -2.42220 3.57263 -2.83739
H: -2.24357 3.41170 -1.14938
H: -0.15888 6.38074 -3.13896
H: 0.84663 5.03856 -4.68287
H: -0.52989 3.91258 -4.55254
H: 0.84610 3.80644 -3.43943
C: -5.55835 -1.07526 1.25125
C: -5.52282 0.13305 0.34964
O: -6.28473 1.06391 0.54892
N: -4.58161 0.10555 -0.61967
C: -4.25045 1.24362 -1.50155
H: -5.04922 -0.92770 2.20486
H: -5.09285 -1.95099 0.78029
H: -6.59262 -1.34573 1.44714
H: -3.85116 -0.58061 -0.50915
H: -4.63010 2.15848 -1.04619
H: -4.76527 1.08699 -2.45114
H: -3.16908 1.26157 -1.57401
C: 3.70455 4.28851 -1.28776
C: 4.91483 5.14748 -1.39374
O: 4.93427 6.05084 -2.19413
N: 5.97157 4.88488 -0.60586
C: 5.84904 4.01855 0.54641
H: 3.21631 4.16233 -2.24610
H: 2.96082 4.73756 -0.62199
H: 3.87469 3.30405 -0.86071
H: 6.83909 5.36647 -0.70253
H: 5.87554 2.97263 0.23147
H: 4.89467 4.18510 1.03837
H: 6.66408 4.20690 1.23453

# 4
This record from the OMol25 dataset describes a 9-piece molecular cluster, C30H68F12N6O10PS2 overall at a distorted geometry. The level of theory is ωB97M-V with the def2-TZVPD basis set.

Energy   -4600.2329 Ha
Charge   +3

Atoms and positions in Å:
C: 0.27444 0.40915 -4.91803
C: -0.41714 -0.91370 -5.00107
O: -0.20237 -1.74122 -5.80891
N: -1.45814 -1.21507 -3.94517
H: -0.99063 -1.29046 -3.02825
H: -2.11990 -0.43570 -3.81968
C: -2.35531 -2.42304 -4.15437
H: -0.54140 1.10430 -5.14512
H: 1.09626 0.59026 -5.60182
H: 0.64062 0.61716 -3.91098
H: -1.68667 -3.28253 -4.17054
H: -2.78457 -2.27978 -5.14238
H: -3.08009 -2.42482 -3.34857
C: 0.12312 -0.58139 3.41494
C: 1.37223 -0.24938 4.20863
O: 2.44580 -0.67303 3.95422
N: 1.22149 0.66887 5.41858
H: 0.48467 1.35650 5.25636
H: 0.85518 0.04999 6.15023
C: 2.55346 1.24287 5.87896
H: -0.72768 -0.67579 4.09003
H: 0.29356 -1.48958 2.84885
H: 0.04748 0.25639 2.71555
H: 2.30015 1.80004 6.78085
H: 2.87640 2.00538 5.17564
H: 3.27163 0.45475 6.06438
C: -5.33116 -0.72484 -0.45552
C: -4.58094 -0.47933 0.83297
O: -4.62519 -1.20498 1.78121
N: -3.82815 0.79021 0.94186
H: -3.09930 0.63997 1.63814
H: -3.36408 0.96318 0.03557
C: -4.77585 1.89177 1.41018
H: -6.14426 -1.39281 -0.18224
H: -4.70420 -1.19061 -1.21324
H: -5.71150 0.24758 -0.77090
H: -5.41295 2.12553 0.56281
H: -4.17601 2.75732 1.67315
H: -5.30819 1.50933 2.27599
C: -4.74704 -4.97838 0.12073
C: -3.53864 -5.76840 0.56574
O: -2.97968 -6.56749 -0.09726
N: -3.08293 -5.59510 2.00413
H: -3.84100 -5.83299 2.65232
H: -2.42703 -6.34980 2.23556
C: -2.43451 -4.24225 2.27185
H: -5.70075 -5.30951 0.52691
H: -4.74507 -4.96502 -0.96466
H: -4.54095 -3.96624 0.48524
H: -2.04158 -4.34157 3.28096
H: -3.19506 -3.48378 2.12293
H: -1.59016 -4.05525 1.61160
C: 0.90922 2.96090 1.55771
C: 0.94350 4.47955 1.52493
C: 0.17264 5.12037 0.38740
N: 0.07967 6.63362 0.53780
C: 1.42099 7.34856 0.59863
C: -0.88136 6.99325 1.70975
C: -1.44571 8.31093 1.25578
C: -1.67403 8.16829 -0.22894
C: -0.65405 7.15057 -0.70377
H: 1.63538 2.65176 2.31718
H: 1.34489 2.55252 0.64183
H: -0.06291 2.50250 1.72544
H: 1.97040 4.81135 1.67068
H: 0.41334 4.79593 2.43395
H: -0.85331 4.77449 0.26646
H: 0.64096 4.82296 -0.55483
H: 2.01015 6.99490 1.43874
H: 1.18507 8.40629 0.62139
H: 1.88649 7.01659 -0.32677
H: -0.36791 6.97272 2.67019
H: -1.50027 6.09523 1.73913
H: -0.71923 9.10961 1.43090
H: -2.32019 8.65904 1.80400
H: -1.63355 9.14228 -0.71131
H: -2.68646 7.77699 -0.33528
H: 0.07858 7.46944 -1.43912
H: -1.21129 6.30755 -1.10518
C: 6.58914 -5.17468 -1.01554
C: 5.20710 -4.56662 -0.74158
C: 5.37377 -3.18854 -0.08932
N: 4.06244 -2.47901 0.27691
C: 3.22854 -3.29501 1.20831
C: 4.34124 -1.16380 0.99770
C: 3.35735 -0.15624 0.45721
C: 3.17298 -0.59547 -0.99819
C: 3.23895 -2.11784 -0.96144
H: 7.15589 -5.43044 -0.11778
H: 7.27406 -4.46255 -1.48561
H: 6.53424 -6.02393 -1.69127
H: 4.52969 -5.24240 -0.22393
H: 4.74983 -4.37819 -1.71669
H: 5.83181 -2.47344 -0.76990
H: 5.90785 -3.24078 0.86025
H: 2.82361 -4.13284 0.63924
H: 2.36240 -2.77755 1.61349
H: 3.87839 -3.66739 1.99793
H: 4.39943 -1.25672 2.08074
H: 5.37440 -0.92885 0.72887
H: 2.42576 -0.21434 1.02179
H: 3.75266 0.85754 0.51641
H: 2.27527 -0.17110 -1.44455
H: 3.97213 -0.16618 -1.60665
H: 2.27430 -2.59438 -0.80483
H: 3.61964 -2.49668 -1.90941
C: 1.43046 -6.14796 -2.33949
F: 1.66408 -7.25617 -3.00042
F: 0.27482 -6.25735 -1.70600
F: 2.38342 -5.87946 -1.42818
S: 1.31178 -4.69582 -3.60575
O: 2.66331 -4.30003 -4.03226
O: 0.55162 -5.28334 -4.72281
O: 0.58295 -3.63524 -2.88404
C: -1.48854 3.33654 -2.70800
F: -1.70297 4.61603 -2.38622
F: -0.92637 3.24670 -3.89109
F: -0.68092 2.81918 -1.75766
S: -3.12927 2.34563 -2.74943
O: -2.81044 1.12131 -3.43886
O: -3.48499 2.12430 -1.35602
O: -4.13522 3.14621 -3.42899
P: -0.87655 -1.05536 -0.20809
F: -0.71899 0.47718 0.33521
F: 0.49563 -1.48487 0.47059
F: -1.78690 -1.34639 1.10366
F: -1.19542 -2.51798 -0.79114
F: -2.25909 -0.53422 -0.92361
F: -0.12270 -0.68640 -1.60861